1.
The following is a quantum chemistry calculation of a molecular structure, C51H48N3OP2RbS2Si, from the OMol25 dataset.

Atoms and positions in Å:
1 Rb 0.564 0.114 0.030
2 C -3.298 0.486 5.491
3 Si -4.211 0.912 3.914
4 C -5.666 1.998 4.419
5 C -4.937 -0.600 3.080
6 C -3.164 1.935 2.724
7 C -3.528 3.235 2.419
8 C -2.766 4.008 1.543
9 C -1.652 3.421 0.993
10 N -1.262 2.164 1.243
11 C -1.989 1.416 2.106
12 S -1.465 -0.205 2.461
13 H -3.990 0.042 6.213
14 H -2.879 1.388 5.943
15 H -2.486 -0.214 5.303
16 H -6.306 1.445 5.110
17 H -6.282 2.289 3.565
18 H -5.343 2.908 4.931
19 H -5.653 -1.090 3.746
20 H -4.158 -1.312 2.811
21 H -5.471 -0.311 2.171
22 H -4.416 3.666 2.866
23 H -3.033 5.026 1.296
24 H -1.029 3.986 0.303
25 O 1.009 -1.926 -4.132
26 C 1.849 -3.020 -4.110
27 C 2.276 -3.474 -5.349
28 C 3.206 -4.495 -5.427
29 C 3.715 -5.055 -4.263
30 C 3.282 -4.590 -3.033
31 C 2.330 -3.573 -2.920
32 P 1.785 -2.933 -1.279
33 C 3.352 -3.018 -0.343
34 C 3.366 -3.420 0.991
35 C 4.518 -3.287 1.753
36 C 5.667 -2.748 1.195
37 C 5.661 -2.344 -0.133
38 C 4.512 -2.475 -0.896
39 C 0.787 -4.287 -0.555
40 C 1.125 -5.640 -0.577
41 C 0.312 -6.577 0.038
42 C -0.846 -6.175 0.695
43 C -1.190 -4.833 0.732
44 C -0.378 -3.898 0.103
45 C -0.197 -1.962 -3.486
46 C -0.874 -3.156 -3.273
47 C -2.105 -3.144 -2.637
48 C -2.660 -1.949 -2.206
49 C -1.976 -0.765 -2.434
50 C -0.745 -0.738 -3.093
51 P -0.080 0.954 -3.353
52 C 1.672 0.875 -3.891
53 C 2.098 1.501 -5.058
54 C 3.455 1.649 -5.326
55 C 4.402 1.186 -4.429
56 C 3.990 0.556 -3.261
57 C 2.641 0.404 -3.001
58 C -0.938 1.413 -4.901
59 C -1.422 2.713 -5.019
60 C -2.054 3.128 -6.184
61 C -2.213 2.241 -7.237
62 C -1.741 0.938 -7.124
63 C -1.106 0.527 -5.964
64 H 1.877 -3.000 -6.236
65 H 3.542 -4.844 -6.395
66 H 4.457 -5.840 -4.311
67 H 3.728 -4.994 -2.133
68 H 2.471 -3.833 1.442
69 H 4.514 -3.599 2.790
70 H 6.562 -2.638 1.793
71 H 6.553 -1.918 -0.575
72 H 4.514 -2.149 -1.930
73 H 2.026 -5.971 -1.076
74 H 0.584 -7.624 0.012
75 H -1.477 -6.910 1.179
76 H -2.084 -4.507 1.246
77 H -0.662 -2.851 0.125
78 H -0.429 -4.089 -3.594
79 H -2.619 -4.080 -2.461
80 H -3.609 -1.935 -1.688
81 H -2.403 0.172 -2.089
82 H 1.375 1.884 -5.766
83 H 3.767 2.137 -6.241
84 H 5.457 1.318 -4.633
85 H 4.717 0.202 -2.541
86 H 2.335 -0.111 -2.098
87 H -1.311 3.401 -4.189
88 H -2.428 4.141 -6.264
89 H -2.710 2.559 -8.144
90 H -1.869 0.243 -7.944
91 H -0.735 -0.488 -5.880
92 N 1.644 1.227 3.000
93 C 2.406 1.588 1.948
94 S 3.738 0.691 1.467
95 N 1.953 2.700 1.298
96 C 2.435 3.173 0.045
97 C 1.539 3.319 -1.005
98 C 1.976 3.805 -2.231
99 C 3.308 4.133 -2.411
100 C 4.201 3.988 -1.355
101 C 3.769 3.522 -0.125
102 H 1.863 0.336 3.412
103 H 0.662 1.480 3.042
104 H 1.018 3.002 1.542
105 H 0.497 3.046 -0.873
106 H 1.273 3.907 -3.048
107 H 3.654 4.497 -3.370
108 H 5.243 4.248 -1.488
109 H 4.458 3.411 0.699

Energy relative to the best compared isomer or geometry (same formula, charge and spin) (eV): 0.183
Kohn-Sham gap (eV): 7.29
HOMO level (eV): -7.0

=====

2.
The following is a quantum chemistry calculation of a molecular structure, C31H17Cl5N4O5Ti, from the OMol25 dataset.

Atoms and positions in Å:
1 Ti 0.029 0.283 -0.333
2 O 1.626 -3.622 -1.830
3 C 1.068 -2.782 -1.108
4 N 0.908 -1.477 -1.327
5 C 1.735 -0.850 -2.277
6 C 3.040 -1.243 -2.578
7 C 3.811 -0.486 -3.442
8 C 3.295 0.669 -4.016
9 C 2.003 1.073 -3.725
10 C 1.216 0.316 -2.855
11 N -0.073 0.672 -2.404
12 C -0.840 1.512 -3.095
13 O -0.707 1.912 -4.260
14 C -2.013 2.066 -2.304
15 C -2.732 3.133 -2.836
16 C -3.735 3.692 -2.067
17 C -3.990 3.175 -0.804
18 C -3.231 2.100 -0.366
19 N -2.273 1.554 -1.103
20 C 0.552 -3.283 0.234
21 C 0.707 -4.636 0.538
22 C 0.346 -5.072 1.798
23 C -0.145 -4.153 2.716
24 C -0.271 -2.832 2.317
25 N 0.059 -2.407 1.103
26 H 3.432 -2.141 -2.129
27 H 4.826 -0.798 -3.661
28 H 3.902 1.265 -4.688
29 H 1.585 1.963 -4.167
30 H -2.467 3.490 -3.819
31 H -4.307 4.534 -2.443
32 H -4.752 3.592 -0.159
33 H -3.390 1.669 0.616
34 H 1.119 -5.287 -0.219
35 H 0.458 -6.117 2.069
36 H -0.421 -4.445 3.721
37 H -0.650 -2.078 2.999
38 Cl 5.371 3.754 3.305
39 C 4.237 2.659 2.479
40 C 4.527 1.302 2.517
41 C 3.585 0.496 1.854
42 Cl 3.868 -1.237 1.858
43 C 2.465 0.978 1.222
44 O 1.614 0.131 0.625
45 C 2.196 2.395 1.175
46 C 1.118 2.891 0.493
47 O 0.216 2.091 -0.125
48 C 3.152 3.221 1.864
49 H 5.390 0.893 3.014
50 H 0.926 3.955 0.391
51 H 3.011 4.293 1.890
52 Cl -6.102 -2.573 2.753
53 C -4.631 -1.738 2.301
54 C -4.088 -1.937 1.042
55 C -2.927 -1.267 0.707
56 Cl -2.226 -1.517 -0.854
57 C -2.242 -0.385 1.579
58 O -1.171 0.237 1.267
59 C -2.866 -0.226 2.842
60 Cl -2.112 0.840 3.984
61 C -4.026 -0.885 3.204
62 H -4.558 -2.601 0.331
63 H -4.449 -0.728 4.186

Energy relative to the best compared isomer or geometry (same formula, charge and spin) (eV): 1.844
Net charge: -2
Kohn-Sham gap (spin up / spin down) (eV): 3.51 / 3.51
HOMO level (spin up / spin down) (eV): 0.4 / 0.4

=====

3.
The following is a quantum chemistry calculation of 5 unconnected molecules or ions with the total composition C36H37N2O9S, from the OMol25 dataset.

Atoms and positions in Å:
1 C -0.925 1.271 1.954
2 C -0.059 0.825 0.784
3 C 0.105 -0.699 0.603
4 N -1.103 -1.159 -0.135
5 C -2.156 -1.446 0.308
6 S -3.594 -1.802 0.834
7 C 0.204 -1.518 1.891
8 C 1.590 -1.522 2.602
9 C 2.042 -2.972 2.839
10 C 1.509 -0.841 3.973
11 N 2.596 -0.784 1.779
12 O 2.764 0.447 2.088
13 C 2.689 -1.091 0.320
14 C 3.636 -0.070 -0.314
15 C 3.284 -2.495 0.096
16 C 1.289 -0.976 -0.341
17 H -0.434 1.135 2.917
18 H -1.885 0.745 1.974
19 H -1.144 2.338 1.853
20 H -0.536 1.180 -0.137
21 H 0.920 1.311 0.820
22 H -0.045 -2.550 1.618
23 H -0.559 -1.203 2.609
24 H 1.987 -3.583 1.942
25 H 1.378 -3.424 3.579
26 H 3.065 -2.995 3.222
27 H 2.514 -0.648 4.359
28 H 0.991 0.114 3.931
29 H 0.994 -1.505 4.670
30 H 4.601 -0.065 0.195
31 H 3.204 0.930 -0.339
32 H 3.830 -0.375 -1.347
33 H 2.516 -3.271 0.072
34 H 3.789 -2.521 -0.871
35 H 3.998 -2.757 0.879
36 H 1.070 -1.882 -0.913
37 H 1.308 -0.159 -1.071
38 C -6.935 -6.640 -0.895
39 C -6.911 -6.248 -2.166
40 C -6.132 -5.057 -2.592
41 O -6.110 -4.704 -3.750
42 C -5.381 -4.321 -1.543
43 C -5.404 -4.714 -0.273
44 C -6.182 -5.904 0.153
45 O -6.203 -6.263 1.310
46 H -7.495 -7.504 -0.560
47 H -7.450 -6.768 -2.948
48 H -4.822 -3.454 -1.874
49 H -4.861 -4.189 0.502
50 C 9.490 1.482 1.539
51 C 9.032 0.925 0.422
52 C 7.599 1.021 0.046
53 O 7.181 0.511 -0.972
54 C 6.698 1.764 0.964
55 C 7.155 2.321 2.082
56 C 8.589 2.225 2.458
57 O 9.009 2.733 3.474
58 H 10.530 1.426 1.837
59 H 9.668 0.379 -0.263
60 H 5.658 1.823 0.669
61 H 6.517 2.864 2.767
62 C -4.550 2.345 -1.106
63 C -5.120 1.144 -1.050
64 C -6.537 0.942 -1.445
65 O -7.054 -0.152 -1.391
66 C -7.298 2.130 -1.909
67 C -6.729 3.330 -1.970
68 C -5.311 3.530 -1.578
69 O -4.796 4.626 -1.651
70 H -3.519 2.519 -0.819
71 H -4.594 0.255 -0.720
72 H -8.328 1.956 -2.191
73 H -7.258 4.212 -2.307
74 C -0.683 5.067 -3.606
75 C -1.203 4.699 -2.438
76 C -0.361 4.062 -1.397
77 O -0.825 3.712 -0.331
78 C 1.078 3.855 -1.698
79 C 1.595 4.221 -2.867
80 C 0.754 4.857 -3.915
81 O 1.227 5.192 -4.978
82 H -1.273 5.535 -4.384
83 H -2.246 4.847 -2.188
84 H 1.667 3.392 -0.916
85 H 2.639 4.080 -3.116

Energy relative to the best compared isomer or geometry (same formula, charge and spin) (eV): 0.000
2S+1: 2
Kohn-Sham gap (spin up / spin down) (eV): 6.92 / 7.95
HOMO level (spin up / spin down) (eV): -8.5 / -9.6

=====

4.
The following is a quantum chemistry calculation of a molecular structure, C14H21Cl12NO8S, from the OMol25 dataset.

Atoms and positions in Å:
1 C -2.370 1.348 -0.127
2 C -1.267 1.527 -1.248
3 O -0.559 2.776 -1.193
4 C 0.818 2.624 -0.846
5 C 0.897 2.645 0.754
6 O 2.176 2.215 1.245
7 C 2.313 2.439 2.647
8 C 1.569 1.356 3.565
9 O 0.986 0.266 2.844
10 C 1.972 -0.666 2.406
11 C 1.383 -1.888 1.588
12 O 1.893 -1.752 0.217
13 S 0.680 -2.010 -0.898
14 O 0.641 -3.419 -1.289
15 O 0.934 -1.250 -2.118
16 O -0.617 -1.545 0.034
17 C -0.169 -2.012 1.353
18 N -1.109 -1.756 2.472
19 C -2.111 -2.491 2.331
20 O -2.899 -3.340 2.302
21 H -2.721 0.265 -0.176
22 H -2.003 1.523 0.931
23 H -3.230 2.063 -0.295
24 H -0.589 0.621 -1.288
25 H -1.818 1.520 -2.241
26 H 1.283 1.653 -1.201
27 H 1.465 3.446 -1.286
28 H 0.113 1.910 1.104
29 H 0.574 3.664 1.124
30 H 2.015 3.480 2.959
31 H 3.421 2.344 2.887
32 H 2.284 0.944 4.335
33 H 0.738 1.910 4.104
34 H 2.778 -0.201 1.750
35 H 2.507 -1.070 3.331
36 H 1.812 -2.798 2.086
37 H -0.287 -3.141 1.213
38 C -0.789 1.270 -5.867
39 Cl -1.777 0.343 -7.004
40 Cl -1.697 2.646 -5.231
41 Cl -0.225 0.237 -4.548
42 H 0.079 1.649 -6.399
43 C 3.866 -3.325 -3.584
44 Cl 3.746 -3.009 -5.319
45 Cl 4.788 -4.804 -3.284
46 Cl 4.603 -1.952 -2.751
47 H 2.861 -3.463 -3.192
48 C -2.735 1.532 4.722
49 Cl -2.926 1.008 3.045
50 Cl -1.524 0.545 5.549
51 Cl -2.295 3.244 4.792
52 H -3.686 1.403 5.231
53 C -3.096 -2.200 -2.289
54 Cl -3.766 -1.680 -0.732
55 Cl -4.318 -3.066 -3.229
56 Cl -2.474 -0.824 -3.199
57 H -2.270 -2.880 -2.094

Kohn-Sham gap (eV): 9.50
HOMO level (eV): -9.4

=====

5.
The following is a quantum chemistry calculation of a single C5H8O molecule, from the OMol25 dataset.

Atoms and positions in Å:
1 C -0.853 -0.859 1.138
2 C -0.046 -0.789 -0.153
3 C -0.460 0.402 -1.060
4 C 0.797 1.217 -0.612
5 C 1.214 0.001 0.230
6 O 2.082 -0.221 1.029
7 H -0.522 -1.697 1.761
8 H -0.591 0.057 1.673
9 H -1.943 -0.879 1.000
10 H 0.079 -1.775 -0.612
11 H -0.482 0.194 -2.136
12 H -1.437 0.806 -0.766
13 H 1.534 1.374 -1.410
14 H 0.630 2.169 -0.083

Energy relative to the best compared isomer or geometry (same formula, charge and spin) (eV): 0.984
Kohn-Sham gap (eV): 10.45
HOMO level (eV): -9.4
SMILES: C[C@H]1CCC1=O

=====

6.
The following is a quantum chemistry calculation of 11 unconnected molecules or ions with the total composition C4H20BO18, from the OMol25 dataset.

Atoms and positions in Å:
1 O 2.881 0.414 0.876
2 C 1.806 0.313 0.382
3 O 1.260 -0.738 -0.212
4 B -0.058 -0.302 -0.803
5 O -0.260 1.067 -0.338
6 C 0.747 1.440 0.397
7 O 0.865 2.485 0.963
8 O -1.028 -1.318 -0.342
9 C -1.627 -1.860 -1.372
10 O -2.534 -2.642 -1.313
11 C -0.952 -1.323 -2.668
12 O -0.060 -0.456 -2.263
13 O -1.247 -1.597 -3.795
14 O 0.754 4.781 -0.709
15 H 0.453 4.016 -0.188
16 H 1.296 5.291 -0.101
17 O 2.984 3.552 3.262
18 H 2.264 3.971 2.782
19 H 2.743 2.619 3.279
20 O -2.767 -4.429 -3.667
21 H -1.824 -4.595 -3.584
22 H -2.961 -3.787 -2.964
23 O -2.804 0.972 -1.517
24 H -2.332 1.719 -1.904
25 H -3.194 0.511 -2.270
26 O -2.286 -0.904 -6.262
27 H -3.100 -0.426 -6.085
28 H -2.023 -1.280 -5.397
29 O -0.461 3.710 3.765
30 H 0.025 3.426 2.980
31 H -0.330 4.663 3.805
32 O 5.654 -0.666 2.451
33 H 5.743 -0.555 3.404
34 H 5.092 0.069 2.170
35 O 3.080 -2.670 1.805
36 H 3.992 -2.442 2.022
37 H 2.695 -1.844 1.497
38 O -4.502 -1.583 1.209
39 H -3.978 -1.564 2.015
40 H -3.894 -1.909 0.531
41 O 0.137 -2.274 2.984
42 H 0.163 -2.354 2.022
43 H -0.412 -1.500 3.151

Energy relative to the best compared isomer or geometry (same formula, charge and spin) (eV): 0.619
Net charge: -1
Kohn-Sham gap (eV): 10.55
HOMO level (eV): -8.3

=====

no.,strongest force on any atom (eV Å⁻¹)
1,0.3
2,2.1
3,1.4
4,4.3
5,0.6
6,1.6